Molecular formula: C4H11NO
Method: DFT, ωB97M-V/def2-TZVPD

For the energy, the calculation gives -288.9743 Eh. As for the energy above the lowest of the compared OMol25 structures with the same formula, charge and spin: 112.1 kJ/mol. Its HOMO-LUMO gap is 9.2 eV.

Each line ends with the Löwdin charge.
Element x y z (Å)
C: 1.18025 1.04750 -0.31964  -0.075
C: -0.17690 0.41634 -0.60063  -0.473
C: -0.20908 -0.17995 -1.98956  -0.079
N: -0.53984 -0.59527 0.36730  -0.037
C: -0.12630 -0.53504 1.73123  -0.321
O: -0.90205 -1.44108 2.48381  -0.039
H: 2.00949 0.36153 -0.46350  0.081
H: 1.23196 1.51720 0.66137  0.067
H: 1.33788 1.84589 -1.04784  0.079
H: -0.91927 1.23830 -0.59930  0.132
H: -1.12655 -0.77995 -2.10496  0.078
H: 0.63359 -0.83464 -2.20717  0.080
H: -0.26706 0.55828 -2.77813  0.072
H: -1.11560 -1.36517 0.08083  0.114
H: -0.27679 0.49758 2.09665  0.122
H: 0.92195 -0.79343 1.86428  0.116
H: -1.65566 -0.95811 2.82527  0.082